Record 1
90
Properties=species:S:1:pos:R:3:mulliken_spin:R:1 method="wB97M-V/def2-TZVPD" energy_ev=-115989.004 charge=-1 e_above_lowest_ev=0.000 orbital_gap_ev="7.13 / 7.27" multiplicity=2
Mo -1.8855 1.5718 0.6724 1.028
O -0.1807 3.2315 6.5559 0.003
C -0.1683 2.7703 5.4529 -0.001
C 0.9425 2.8945 4.4043 0.003
O 1.9912 3.4730 4.5425 0.010
C 0.4576 2.1667 3.2308 0.006
C -0.8037 1.6540 3.4048 -0.001
O -1.5192 0.9681 2.5713 0.017
C -1.2776 1.9416 4.7922 0.010
O -2.3049 1.5873 5.3007 -0.002
O 1.2458 1.9970 2.1510 0.000
F -5.7222 4.1383 1.8127 0.000
C -5.4999 3.9412 0.5174 -0.001
F -6.5659 4.3436 -0.1703 0.000
F -4.4481 4.6686 0.1401 0.000
S -5.1753 2.1517 0.2026 0.001
O -4.0033 1.9242 1.0592 -0.006
O -6.3781 1.4883 0.5498 0.000
N -4.8842 2.1279 -1.3356 0.002
S -3.5828 2.5069 -2.0937 0.003
O -2.3621 2.4458 -1.2801 0.003
O -3.7005 3.6568 -2.9238 -0.001
C -3.4024 1.1187 -3.2969 0.000
F -2.3426 1.3730 -4.0638 0.000
F -3.2207 -0.0505 -2.6983 -0.001
F -4.4858 1.0527 -4.0633 0.000
O -0.0394 1.8859 0.1926 0.039
C 0.8678 2.6331 0.9076 0.014
C 0.4106 4.0557 1.1380 0.007
C 1.3538 5.0672 1.1511 -0.001
C 0.9573 6.3755 1.3559 -0.001
C -0.3761 6.7075 1.5533 0.000
C -1.3199 5.7060 1.5422 -0.002
C -0.9467 4.3698 1.3364 -0.003
O -1.8934 3.4424 1.3459 -0.006
N 1.9642 7.4339 1.3518 0.000
O 1.5934 8.5751 1.5645 0.000
O 3.1210 7.1245 1.1323 0.000
H 1.8118 2.6357 0.3603 0.001
H 2.4024 4.8436 1.0100 0.000
H -0.6510 7.7401 1.7085 0.000
H -2.3701 5.9195 1.6884 0.000
C -2.9247 -2.4269 0.3597 -0.001
C -3.3420 -1.0212 0.0603 0.009
O -4.4677 -0.7379 -0.2790 -0.016
N -2.3584 -0.0301 0.1606 -0.110
Te 1.0148 -1.6942 0.3715 -0.011
C 2.7665 -2.8892 0.5625 0.000
C 2.8747 -3.8387 1.5831 0.000
C 1.8082 -4.0929 2.6187 0.000
C 4.0229 -4.6288 1.6541 0.000
C 5.0598 -4.5006 0.7479 0.000
C 6.2965 -5.3519 0.8469 0.000
C 4.9412 -3.5368 -0.2469 0.000
C 3.8230 -2.7205 -0.3511 0.000
C 3.7938 -1.6811 -1.4382 0.000
C 0.5208 -2.3427 -1.5911 0.001
C 0.4303 -3.7099 -1.8892 0.000
C 0.6969 -4.7894 -0.8762 0.000
C 0.0769 -4.0965 -3.1802 -0.001
C -0.2077 -3.1709 -4.1717 0.000
C -0.6239 -3.6053 -5.5508 0.000
C -0.1242 -1.8234 -3.8504 0.000
C 0.2363 -1.3873 -2.5799 0.004
C 0.2696 0.0924 -2.3180 -0.012
H -3.8055 -3.0629 0.3619 -0.001
H -2.4075 -2.4709 1.3183 0.000
H -2.2216 -2.7611 -0.4041 0.001
H 1.0859 -3.2847 2.6903 0.000
H 2.2637 -4.2321 3.5998 0.000
H 1.2575 -5.0071 2.3810 0.000
H 4.0988 -5.3654 2.4480 0.000
H 6.1608 -6.1624 1.5625 0.000
H 7.1530 -4.7576 1.1724 0.000
H 6.5511 -5.7893 -0.1197 0.000
H 5.7503 -3.4069 -0.9586 0.000
H 4.7559 -1.6375 -1.9482 0.000
H 3.5723 -0.6953 -1.0251 0.000
H 3.0231 -1.8981 -2.1795 0.000
H 0.2918 -4.5226 0.1015 0.000
H 1.7692 -4.9503 -0.7441 0.000
H 0.2479 -5.7297 -1.1969 0.000
H 0.0102 -5.1557 -3.4072 0.000
H -0.4492 -4.6708 -5.6989 0.000
H -0.0738 -3.0586 -6.3180 0.000
H -1.6868 -3.4140 -5.7124 0.000
H -0.3484 -1.0808 -4.6096 0.000
H 0.2953 0.6463 -3.2562 -0.001
H 1.1278 0.3781 -1.7098 0.001
H -0.6142 0.4142 -1.7637 0.013

Record 2
28
Properties=species:S:1:pos:R:3:nbo_charge:R:1 method="wB97M-V/def2-TZVPD" energy_ev=-56180.232 charge=+1 e_above_lowest_ev=0.000 orbital_gap_ev="9.09 / 8.61" multiplicity=4
Co -0.8982 -0.6906 -1.3787 1.443
O 0.1146 0.6284 -2.1624 -0.641
N 0.8010 1.4090 -1.3840 0.181
N 0.5891 1.2438 -0.1877 0.195
O -0.2964 0.3330 0.2111 -0.677
C 1.2291 1.9685 0.8319 0.058
C 0.5442 2.3659 2.0442 -0.181
C 1.2961 3.0722 2.9667 -0.212
C 2.6497 3.2493 2.8266 -0.172
C 3.2911 2.8174 1.6531 -0.196
C 2.5594 2.1930 0.6504 -0.198
H -0.6055 2.4030 2.0175 0.245
H 0.8231 3.5806 3.7449 0.228
H 3.2507 3.8792 3.5857 0.239
H 4.3157 3.0714 1.5316 0.230
H 2.9834 2.1121 -0.4378 0.250
N -2.8318 -1.5325 -1.1797 -0.927
C -2.5740 -2.9917 -0.7924 -0.226
C -1.5621 -3.5617 -1.7650 -0.240
N -0.4347 -2.6542 -1.8311 -0.912
H -3.4421 -1.0254 -0.5477 0.415
H -3.3857 -1.4276 -2.0688 0.406
H -3.4276 -3.5478 -0.7023 0.224
H -2.0898 -3.0576 0.2156 0.209
H -2.0581 -3.5486 -2.7422 0.209
H -1.2608 -4.5851 -1.5041 0.228
H 0.2512 -2.8641 -2.5926 0.426
H 0.1686 -2.8402 -1.0028 0.398

Record 3
111
Properties=species:S:1:pos:R:3:lowdin_charge:R:1 method="wB97M-V/def2-TZVPD" energy_ev=-283058.579 charge=+2 orbital_gap_ev=4.31
C 1.4939 -1.8171 3.8544 -0.136
C 1.2492 -0.4784 4.5752 -0.152
C 0.6554 0.5128 3.5723 -0.186
N -0.7790 0.3916 3.3808 0.092
N -0.9336 -0.5021 2.2789 -0.030
N -1.1157 -1.7546 2.6272 0.221
C -1.1764 -2.6327 1.6822 -0.288
N -1.3181 -3.9639 2.0213 0.181
C -1.0463 -2.2971 0.3197 -0.143
C -0.9546 -3.3264 -0.7425 -0.106
C 0.3022 -4.2294 -0.5087 -0.365
C 0.1268 -5.4309 -1.4184 -0.011
O 1.5717 -3.5968 -0.7516 -0.073
C 1.9294 -2.9253 0.4555 -0.165
C 3.4008 -2.7885 0.7231 -0.156
C 3.8905 -3.4132 1.8491 -0.268
C 5.2321 -3.3168 2.2004 -0.240
C 6.0545 -2.5668 1.3921 -0.023
C 5.5687 -1.9628 0.2682 0.008
C 4.2464 -2.0611 -0.0846 0.057
C -0.9692 -0.9634 0.0393 -0.236
P -0.9879 -0.3104 -1.6653 0.760
O -2.3863 -0.8200 -2.1201 -0.343
Br 0.4961 -1.4021 -3.1937 0.305
C -0.8852 -0.0177 1.0831 -0.191
C -0.7259 1.4537 0.8606 -0.298
C 0.7390 1.9230 0.7810 -0.222
N 1.6680 0.9988 0.1029 0.028
H 2.4252 -2.2450 4.2562 -0.065
H 1.6524 -1.6761 2.7637 0.074
H 0.7136 -2.5505 4.0378 0.099
H 2.2083 -0.0628 4.9037 0.112
H 0.6216 -0.6156 5.4483 0.121
H 1.1849 0.3677 2.6387 0.082
H 0.8886 1.5231 3.8961 0.132
H -1.2501 -0.0768 4.1807 0.103
H -2.0932 -4.3393 1.4745 0.136
H -1.5101 -4.0492 3.0185 0.074
H -1.7840 -4.0140 -0.7034 0.132
H -1.0014 -2.8799 -1.7203 0.038
H 0.2411 -4.6004 0.5047 0.112
H 0.9932 -6.0766 -1.3512 0.089
H 0.0442 -5.1089 -2.4535 0.090
H -0.7790 -5.9584 -1.1519 0.096
H 1.5013 -1.9175 0.4369 0.112
H 1.4635 -3.4267 1.3018 0.112
H 3.1924 -3.9844 2.4589 0.130
H 5.5915 -3.8416 3.0816 0.130
H 7.0958 -2.4829 1.6568 0.143
H 6.2431 -1.3764 -0.3306 0.142
H 3.9018 -1.5672 -0.9792 0.150
H -2.9390 -1.1702 -1.3167 -0.316
H -1.1640 1.9284 1.7220 0.004
H -1.3903 1.8043 0.0334 -0.028
H 0.7621 2.8523 0.2237 0.109
H 1.1393 2.1329 1.7631 0.090
H 2.3191 0.5530 0.7296 0.044
H 1.1986 0.3425 -0.4989 -0.004
C -5.3674 6.8092 4.4927 -0.062
C -6.0613 5.5930 5.0655 -0.202
O -5.4863 4.3730 4.5629 0.029
C -4.3435 3.9978 5.1330 -0.604
O -3.7636 4.5634 6.0241 0.133
O -3.9357 2.8743 4.5283 -0.034
C -2.6751 2.3831 4.9786 -0.048
H -5.3580 6.7642 3.4028 0.082
H -5.8766 7.7200 4.8052 0.084
H -4.3316 6.8624 4.8257 0.075
H -7.1038 5.5792 4.7555 0.124
H -6.0446 5.5970 6.1542 0.126
H -2.6578 2.2740 6.0601 0.105
H -1.8755 3.0506 4.6499 0.098
H -2.5386 1.4082 4.5238 0.057
O -3.4600 -1.8444 -0.8105 -0.121
H -3.6500 -2.0594 -1.7325 0.047
Ca 3.9288 -2.4155 3.6684 1.650
Br -3.1861 2.7711 0.8739 0.254
N -2.3952 -2.2513 4.9801 -0.607
O -1.7415 -3.3030 4.7751 -0.097
O -3.5301 -2.1134 4.5312 0.010
O -1.8531 -1.3305 5.6623 -0.086
O -4.4740 0.0371 1.7885 -0.488
V -5.9204 0.8736 1.7103 1.185
O -7.3978 1.6081 1.6618 -0.419
C 3.7238 4.5476 0.4483 -0.110
C 4.2873 3.5618 -0.5525 -0.121
O 5.6601 3.4662 -0.1614 0.057
C 5.7447 3.8145 1.1489 -0.568
O 6.7125 3.6695 1.8256 0.165
O 4.5679 4.3346 1.5864 0.058
H 2.6839 4.3539 0.6981 0.115
H 3.8202 5.5828 0.1198 0.140
H 3.8308 2.5733 -0.4652 0.102
H 4.1977 3.9076 -1.5790 0.136
Cl 3.7005 -0.6656 -5.2117 -0.118
Mg 1.5817 -1.0088 -5.5731 0.549
C -1.3777 0.3891 -12.0425 -0.071
C -1.4829 0.8575 -10.6033 -0.266
O -1.3094 -0.1813 -9.6438 -0.160
C -0.0737 -0.8518 -9.6693 -0.295
C 1.1244 0.0530 -9.4154 -0.078
H -2.0962 -0.4068 -12.2389 0.087
H -1.5764 1.2162 -12.7225 0.084
H -0.3858 -0.0018 -12.2759 0.068
H -2.4806 1.2554 -10.4263 0.122
H -0.7831 1.6768 -10.4057 0.108
H 0.0482 -1.4016 -10.6075 0.116
H -0.1322 -1.6059 -8.8760 0.106
H 1.2432 0.8092 -10.1885 0.076
H 2.0447 -0.5353 -9.3887 0.080
H 1.0084 0.5814 -8.4584 0.066

Record 4
27
Properties=species:S:1:pos:R:3:nbo_charge:R:1 method="wB97M-V/def2-TZVPD" energy_ev=-14151.475 e_above_lowest_ev=0.105 orbital_gap_ev=9.72 smiles="Cc1ccccc1.CCC(N)=O"
C 0.6860 1.4063 3.1180 -0.652
C -2.0664 -0.2690 0.2815 -0.234
C -1.6389 -1.0334 1.3498 -0.214
C -1.6617 1.0552 0.1796 -0.166
C -0.7401 -0.5092 2.2605 -0.264
C -0.7845 1.5856 1.1067 -0.255
C -0.3332 0.8202 2.1748 0.078
H -2.7612 -0.6911 -0.4337 0.211
H -2.0650 -2.0253 1.4790 0.210
H -2.0777 1.6256 -0.6402 0.221
H -0.3785 -1.1033 3.0878 0.206
H -0.4945 2.6254 1.0000 0.211
H 0.8951 0.7844 3.9883 0.212
H 0.3362 2.3471 3.5418 0.217
H 1.6216 1.6060 2.5950 0.217
C 0.9539 -1.1011 -1.5109 -0.506
C -0.2284 -1.8053 -2.1576 -0.609
C 1.1766 0.2697 -2.1220 0.684
O 0.2811 1.0824 -2.1916 -0.616
N 2.4362 0.5402 -2.5781 -0.834
H 0.8108 -0.9441 -0.4421 0.242
H 1.8566 -1.7025 -1.6027 0.199
H 0.0773 -2.4303 -2.9971 0.205
H -0.9208 -1.0654 -2.5605 0.230
H 2.6174 1.3308 -3.1707 0.401
H 3.2381 0.0197 -2.2680 0.390
H -0.8360 -2.4187 -1.4878 0.216